A gas-phase ion, C3H8N (charge +1) at a distorted geometry. Source: the OMol25 dataset; level of theory: ωB97M-V/def2-TZVPD.

Calculated values
Charge: +1
Electronic energy (eV): -4723.009
LUMO (eV): -5.22

Last columns: bonded neighbours and bond lengths (Å).
CARTESIAN COORDINATES (ANGSTROEM)
1 C -1.86 -0.07 -0.03  C2 1.473, H5 1.178, H6 1.087, H7 1.151
2 C -0.46 0.00 0.43  C1 1.473, N3 1.308, H8 1.026
3 N 0.52 0.06 -0.43  C2 1.308, C4 1.435, H9 1.034
4 C 1.88 0.10 0.01  N3 1.435, H10 1.077, H11 1.190, H12 1.095
5 H -2.50 0.61 0.68  C1 1.178
6 H -1.89 0.25 -1.07  C1 1.087
7 H -2.44 -1.05 0.12  C1 1.151
8 H -0.23 -0.13 1.42  C2 1.026
9 H 0.40 -0.05 -1.46  N3 1.034
10 H 1.90 -0.80 0.59  C4 1.077
11 H 2.66 0.09 -0.89  C4 1.190
12 H 2.01 1.00 0.62  C4 1.095

=====

9 unconnected molecules or ions with the total composition C10H38N16O10 at a distorted geometry. Source: the OMol25 dataset; level of theory: ωB97M-V/def2-TZVPD.

Calculated values
Charge: 0
Electronic energy (eV): -55310.688
LUMO (eV): 0.43

Last columns: bonded neighbours and bond lengths (Å).
CARTESIAN COORDINATES (ANGSTROEM)
1 N 4.13 1.48 -0.24  C2 1.357, H5 1.023, H6 1.033
2 C 3.80 0.55 -1.17  N1 1.357, N3 1.441, O4 1.267
3 N 3.52 0.93 -2.53  C2 1.441, H7 1.014, H8 1.045
4 O 3.63 -0.68 -0.91  C2 1.267
5 H 3.81 2.43 -0.45  N1 1.023
6 H 3.89 1.21 0.73  N1 1.033
7 H 3.54 0.04 -3.03  N3 1.014
8 H 4.20 1.56 -3.01  N3 1.045
9 N 1.73 -5.09 -0.34  C10 1.311, H13 0.996, H14 0.994
10 C 1.44 -3.93 0.20  N9 1.311, N11 1.367, O12 1.248
11 N 2.28 -3.18 0.97  C10 1.367, H15 1.012, H16 1.003
12 O 0.31 -3.49 -0.09  C10 1.248
13 H 1.00 -5.47 -0.89  N9 0.996
14 H 2.68 -5.38 -0.36  N9 0.994
15 H 2.03 -2.21 0.81  N11 1.012
16 H 3.27 -3.33 0.89  N11 1.003
17 N 0.81 4.40 1.24  C18 1.324, H21 0.978, H22 0.987
18 C 1.56 4.07 0.20  N17 1.324, N19 1.336, O20 1.219
19 N 0.88 3.71 -0.89  C18 1.336, H23 0.991, H24 0.990
20 O 2.76 4.24 0.24  C18 1.219
21 H -0.12 4.12 1.33  N17 0.978
22 H 1.21 5.00 1.91  N17 0.987
23 H 1.39 3.80 -1.74  N19 0.991
24 H -0.04 4.09 -0.86  N19 0.990
25 N -2.86 -1.49 -1.91  C26 1.357, H29 1.016, H30 1.015
26 C -4.07 -0.90 -1.73  N25 1.357, N27 1.356, O28 1.204
27 N -4.83 -1.35 -0.70  C26 1.356, H31 0.997, H32 1.004
28 O -4.48 -0.06 -2.49  C26 1.204
29 H -2.21 -1.07 -2.56  N25 1.016
30 H -2.53 -2.16 -1.21  N25 1.015
31 H -4.34 -1.91 -0.04  N27 0.997
32 H -5.59 -0.79 -0.35  N27 1.004
33 N -0.26 -3.28 4.48  C34 1.356, H37 1.005, H38 1.019
34 C -0.47 -2.87 3.20  N33 1.356, N35 1.354, O36 1.209
35 N -1.18 -3.72 2.43  C34 1.354, H39 1.029, H40 1.033
36 O -0.08 -1.78 2.84  C34 1.209
37 H 0.41 -2.88 5.11  N33 1.005
38 H -0.40 -4.29 4.55  N33 1.019
39 H -1.14 -4.71 2.74  N35 1.029
40 H -0.86 -3.66 1.45  N35 1.033
41 N -3.16 1.98 0.23  C42 1.294, H45 0.997, H46 1.016
42 C -3.18 3.21 -0.16  N41 1.294, N43 1.319, O44 1.240
43 N -4.31 3.74 -0.59  C42 1.319, H47 0.992, H48 0.996
44 O -2.14 3.86 -0.01  C42 1.240
45 H -3.93 1.37 0.40  N41 0.997
46 H -2.23 1.57 0.29  N41 1.016
47 H -4.07 4.61 -1.01  N43 0.992
48 H -5.03 3.27 -1.09  N43 0.996
49 N -0.73 5.13 3.81  C50 1.344, H53 1.023, H54 0.983
50 C -1.33 3.96 4.10  N49 1.344, N51 1.412, O52 1.214
51 N -2.04 3.36 3.03  C50 1.412, H55 0.998, H56 1.005
52 O -1.28 3.44 5.19  C50 1.214
53 H -1.30 5.78 3.27  N49 1.023
54 H -0.09 5.61 4.37  N49 0.983
55 H -2.11 3.58 2.06  N51 0.998
56 H -2.70 2.70 3.41  N51 1.005
57 N 3.47 -3.78 -2.90  C58 1.407, H61 1.031, H62 1.032
58 C 2.38 -4.14 -3.71  N57 1.407, N59 1.362, O60 1.220
59 N 1.30 -3.33 -3.86  C58 1.362, H63 1.030, H64 1.000
60 O 2.36 -5.24 -4.23  C58 1.220
61 H 4.26 -4.36 -3.23  N57 1.031
62 H 3.65 -2.78 -2.70  N57 1.032
63 H 0.57 -3.71 -4.49  N59 1.030
64 H 1.14 -2.44 -3.44  N59 1.000
65 O -0.84 -0.11 0.61  C66 1.407, H69 0.966
66 C 0.27 0.49 -0.01  O65 1.407, C67 1.519, H70 1.100, H71 1.107
67 C 0.20 0.38 -1.52  C66 1.519, O68 1.444, H72 1.070, H73 1.072
68 O 0.50 -0.90 -2.11  C67 1.444, H74 0.968
69 H -0.55 -0.78 1.25  O65 0.966
70 H 0.26 1.57 0.17  C66 1.100
71 H 1.24 0.02 0.25  C66 1.107
72 H 0.81 1.09 -2.04  C67 1.070
73 H -0.84 0.53 -1.72  C67 1.072
74 H 0.57 -1.63 -1.47  O68 0.968

=====

Relative energy (zero: lowest compared OMol25 entry of this formula, charge and spin) (kJ/mol)
40.3 157.3
Kohn-Sham gap (hartree)
0.42400 0.36883